Record 1
{"formula": "C3H5ClNO6S2", "method": "ωB97M-V/def2-TZVPD", "symbols": ["O", "C", "O", "C", "C", "S", "O", "O", "N", "S", "O", "O", "Cl", "H", "H", "H", "H", "H"], "xyz": [[-1.371, 0.567, 3.100], [-1.193, -0.399, 2.424], [-2.168, -1.355, 2.332], [0.057, -0.681, 1.628], [-0.045, 0.072, 0.287], [1.147, -0.592, -0.864], [2.446, -0.125, -0.455], [0.935, -2.024, -0.834], [0.710, -0.104, -2.319], [0.305, 1.364, -2.680], [0.516, 1.597, -4.078], [-0.952, 1.763, -2.104], [1.659, 2.659, -1.756], [-2.153, -1.723, 1.433], [0.139, -1.750, 1.427], [0.910, -0.321, 2.204], [0.083, 1.144, 0.434], [-1.024, -0.092, -0.176]], "nbo_charge": [-0.565, 0.797, -0.703, -0.537, -0.678, 2.326, -0.962, -0.987, -1.214, 2.266, -0.928, -0.954, -0.330, 0.485, 0.243, 0.247, 0.259, 0.234], "spin_multiplicity": 1, "e_homo_ev": -6.5190, "total_energy_ev": -51162.28260, "total_charge": -1, "homo_lumo_gap_ev": 9.45, "fmax_ev_per_a": 0.592}



Record 2
{"formula": "C8H15N3O2", "method": "ωB97M-V/def2-TZVPD", "symbols": ["C", "N", "C", "O", "N", "C", "N", "C", "C", "C", "C", "C", "O", "H", "H", "H", "H", "H", "H", "H", "H", "H", "H", "H", "H", "H", "H", "H"], "xyz": [[0.210, -2.768, 2.368], [0.054, -1.753, 1.293], [-1.113, -1.745, 0.516], [-2.064, -2.500, 0.723], [-1.035, -0.748, -0.451], [-1.625, -1.076, -1.748], [0.235, -0.113, -0.361], [0.469, 1.297, -0.405], [1.839, 1.584, -0.934], [-0.536, 2.014, -1.397], [0.362, 2.013, 1.041], [0.975, -0.825, 0.919], [2.047, -0.482, 1.320], [-0.445, -3.678, 2.063], [1.147, -3.156, 2.369], [-0.047, -2.510, 3.314], [-2.134, -0.386, -2.327], [-0.826, -1.475, -2.445], [-2.273, -1.897, -1.517], [2.499, 0.642, -1.236], [1.657, 2.297, -1.851], [2.400, 2.189, -0.226], [-1.575, 1.911, -0.976], [-0.686, 1.451, -2.450], [-0.297, 3.131, -1.565], [-0.677, 1.750, 1.440], [1.171, 1.678, 1.789], [0.270, 3.156, 0.731]], "nbo_charge": [-0.395, -0.481, 0.783, -0.620, -0.282, -0.413, -0.344, 0.087, -0.612, -0.631, -0.658, 0.835, -0.574, 0.239, 0.213, 0.208, 0.206, 0.193, 0.240, 0.241, 0.207, 0.218, 0.215, 0.221, 0.230, 0.207, 0.247, 0.220], "spin_multiplicity": 1, "e_homo_ev": -8.5851, "total_energy_ev": -17102.63036, "e_above_lowest_ev": 0.788, "smiles": "Cn1c(=O)n(C)n(C(C)(C)C)c1=O", "homo_lumo_gap_ev": 9.32, "fmax_ev_per_a": 5.227}



Record 3
{"formula": "C6H16N2", "method": "ωB97M-V/def2-TZVPD", "symbols": ["C", "N", "C", "C", "C", "N", "C", "C", "H", "H", "H", "H", "H", "H", "H", "H", "H", "H", "H", "H", "H", "H", "H", "H"], "xyz": [[-0.024, 0.064, 0.869], [-0.346, -1.081, -0.144], [-0.701, -2.408, 0.437], [-2.112, -2.823, 0.766], [0.264, 1.387, 0.062], [0.227, 2.444, 1.164], [1.276, 1.710, -2.145], [1.563, 1.400, -0.689], [0.944, -0.205, 1.270], [-0.711, 0.007, 1.888], [-1.174, -0.733, -0.678], [-0.161, -3.161, -0.350], [0.133, -2.552, 1.287], [-2.327, -3.945, 1.080], [-2.391, -2.195, 1.634], [-2.714, -2.696, -0.124], [-0.722, 1.570, -0.423], [0.863, 2.209, 1.838], [0.181, 3.434, 0.849], [0.667, 2.635, -2.305], [2.282, 1.973, -2.645], [0.783, 0.858, -2.719], [2.310, 1.894, -0.232], [1.892, 0.214, -0.691]], "lowdin_spin": [0.079, 0.625, 0.079, 0.034, 0.000, 0.041, 0.000, 0.002, 0.014, 0.042, 0.014, 0.057, 0.004, 0.001, 0.004, 0.001, -0.001, 0.000, 0.002, 0.000, 0.000, 0.000, 0.000, 0.002], "spin_multiplicity": 2, "e_homo_ev": [-13.0577, -12.8410], "total_energy_ev": -9450.37111, "e_above_lowest_ev": 3.310, "total_charge": 1, "homo_lumo_gap_ev": [10.30, 4.65], "fmax_ev_per_a": 7.447}



Record 4
{"formula": "C6H13INO", "method": "ωB97M-V/def2-TZVPD", "symbols": ["C", "C", "C", "C", "C", "C", "N", "O", "I", "H", "H", "H", "H", "H", "H", "H", "H", "H", "H", "H", "H", "H"], "xyz": [[1.820, 2.167, 1.447], [0.264, -1.771, -1.015], [-1.804, -1.516, 0.378], [0.588, 0.968, -1.145], [-1.549, 1.463, 0.191], [-0.717, -0.835, -0.367], [-0.500, 0.444, -0.384], [2.553, 2.994, 1.698], [3.316, -0.473, 1.877], [1.268, -1.557, -0.578], [0.480, -1.669, -2.166], [0.033, -2.843, -1.073], [-1.922, -2.378, -0.166], [-2.679, -0.826, 0.379], [-1.337, -1.846, 1.292], [0.749, 2.045, -1.262], [1.540, 0.660, -0.821], [0.537, 0.556, -2.158], [-2.434, 1.233, -0.355], [-1.691, 1.452, 1.246], [-1.036, 2.453, -0.149], [2.519, -0.722, 3.131]], "nbo_charge": [0.441, -0.743, -0.671, -0.453, -0.395, 0.495, -0.272, -0.471, -0.054, 0.276, 0.280, 0.268, 0.250, 0.247, 0.277, 0.254, 0.239, 0.229, 0.223, 0.241, 0.241, 0.098], "spin_multiplicity": 1, "e_homo_ev": -12.9509, "total_energy_ev": -18062.73807, "e_above_lowest_ev": 0.225, "total_charge": 1, "homo_lumo_gap_ev": 9.22, "fmax_ev_per_a": 4.157}



Record 5
{"formula": "C30H52As2BrN3PdSTe", "method": "ωB97M-V/def2-TZVPD", "symbols": ["Pd", "C", "C", "C", "C", "C", "Br", "N", "C", "H", "H", "H", "H", "H", "H", "C", "N", "C", "C", "N", "C", "S", "H", "H", "H", "H", "H", "H", "H", "H", "C", "C", "As", "C", "C", "C", "C", "H", "H", "H", "H", "H", "H", "H", "H", "H", "H", "H", "H", "H", "H", "H", "C", "Te", "C", "C", "C", "C", "C", "C", "C", "H", "H", "H", "H", "H", "H", "H", "H", "C", "C", "As", "C", "C", "C", "C", "H", "H", "H", "H", "H", "H", "H", "H", "H", "H", "H", "H", "H", "H", "H"], "xyz": [[0.702, -0.355, 0.879], [-5.964, 1.636, -0.123], [-4.469, 1.769, -0.153], [-3.843, 3.019, -0.122], [-2.453, 3.133, -0.057], [-1.725, 1.976, -0.069], [0.180, 2.061, 0.093], [-2.287, 0.739, -0.194], [-3.643, 0.657, -0.223], [-6.419, 2.545, 0.262], [-6.285, 0.794, 0.489], [-6.352, 1.481, -1.133], [-4.447, 3.920, -0.137], [-1.964, 4.097, 0.006], [-4.063, -0.338, -0.305], [2.319, -4.781, 2.218], [1.875, -4.963, 0.844], [2.324, -6.139, 0.065], [1.525, -6.024, -1.244], [0.788, -4.762, -1.038], [0.996, -4.255, 0.173], [0.126, -2.872, 0.802], [3.407, -4.730, 2.252], [2.005, -5.629, 2.827], [1.885, -3.875, 2.629], [2.109, -7.051, 0.618], [3.401, -6.091, -0.088], [0.843, -6.858, -1.390], [2.163, -5.961, -2.122], [0.099, -4.430, -1.686], [2.057, -1.767, 4.590], [0.568, -1.425, 4.540], [0.153, 0.012, 3.295], [0.732, 1.733, 4.039], [0.704, 1.719, 5.567], [-1.786, 0.180, 3.465], [-2.544, -0.970, 2.819], [2.218, -2.628, 5.238], [2.640, -0.939, 4.993], [2.440, -2.005, 3.595], [0.208, -1.094, 5.515], [-0.023, -2.291, 4.243], [0.017, 2.460, 3.651], [1.718, 1.996, 3.661], [-0.278, 1.443, 5.951], [0.924, 2.723, 5.933], [1.455, 1.055, 5.989], [-2.078, 1.134, 3.022], [-2.016, 0.231, 4.531], [-2.254, -1.060, 1.772], [-3.620, -0.795, 2.875], [-2.334, -1.919, 3.310], [-3.226, -1.949, -0.530], [-1.532, -0.715, -0.912], [-2.463, -0.326, -2.798], [-3.797, -1.039, -2.795], [-4.663, -0.901, -3.879], [-5.861, -1.594, -3.888], [-6.234, -2.366, -2.796], [-5.381, -2.494, -1.712], [-4.154, -1.834, -1.720], [-3.710, -1.639, 0.399], [-2.864, -2.968, -0.372], [-1.793, -0.708, -3.575], [-2.572, 0.752, -2.952], [-4.377, -0.293, -4.731], [-6.504, -1.545, -4.758], [-7.194, -2.866, -2.787], [-5.678, -3.085, -0.852], [4.064, 0.505, 2.064], [3.966, 0.965, 0.607], [2.854, -0.257, -0.426], [3.756, -1.991, -0.433], [5.259, -1.880, -0.682], [2.982, 0.301, -2.299], [2.992, 1.810, -2.536], [4.588, 1.248, 2.664], [4.610, -0.435, 2.148], [3.070, 0.359, 2.490], [4.949, 1.012, 0.139], [3.519, 1.958, 0.546], [3.272, -2.583, -1.211], [3.563, -2.465, 0.530], [5.492, -1.408, -1.635], [5.689, -2.881, -0.708], [5.763, -1.329, 0.112], [2.191, -0.187, -2.867], [3.933, -0.131, -2.615], [2.026, 2.272, -2.327], [3.219, 1.999, -3.585], [3.762, 2.306, -1.946]], "lowdin_charge": [-0.051, 0.022, -0.155, 0.104, -0.010, -0.611, 0.940, -0.421, -0.077, 0.107, 0.107, 0.116, 0.161, 0.145, 0.075, -0.006, -0.122, -0.048, -0.067, 0.053, -0.706, 0.586, 0.113, 0.118, 0.034, 0.144, 0.140, 0.137, 0.133, 0.142, -0.146, -0.378, 1.171, -0.383, -0.124, -0.393, -0.163, 0.096, 0.078, 0.037, 0.088, 0.068, 0.067, 0.060, 0.079, 0.099, 0.077, 0.065, 0.092, -0.025, 0.096, 0.087, -0.284, 1.773, -0.236, -0.277, 0.001, -0.013, -0.014, 0.000, -0.295, 0.076, 0.091, 0.091, 0.101, 0.136, 0.134, 0.134, 0.136, -0.147, -0.377, 1.186, -0.402, -0.119, -0.377, -0.142, 0.099, 0.078, 0.008, 0.096, 0.068, 0.071, 0.049, 0.077, 0.094, 0.075, 0.072, 0.076, 0.037, 0.096, 0.077], "spin_multiplicity": 1, "e_homo_ev": [-18.7267, -18.7450], "total_energy_ev": -249710.96901, "e_above_lowest_ev": 4.557, "total_charge": 4, "homo_lumo_gap_ev": [5.69, 5.59], "fmax_ev_per_a": 9.199}



Record 6
{"formula": "C19H44NO2P2SSn", "method": "ωB97M-V/def2-TZVPD", "symbols": ["Sn", "P", "P", "N", "C", "H", "H", "C", "H", "H", "C", "H", "H", "C", "H", "H", "C", "C", "H", "H", "H", "C", "C", "H", "H", "H", "C", "C", "H", "H", "H", "C", "C", "H", "H", "H", "C", "O", "C", "H", "H", "H", "C", "H", "H", "H", "C", "H", "H", "H", "C", "H", "H", "H", "H", "H", "H", "H", "H", "H", "C", "S", "C", "O", "H", "H", "H", "H", "H", "H"], "xyz": [[-0.841, -0.040, 0.631], [-0.117, -2.367, -0.478], [-0.133, 2.391, -0.234], [-0.215, 0.135, -2.814], [-0.034, -2.337, -2.317], [0.573, -3.209, -2.633], [-1.062, -2.474, -2.699], [0.590, -1.090, -2.972], [1.612, -0.906, -2.599], [0.660, -1.324, -4.054], [0.577, 1.379, -2.849], [0.644, 1.723, -3.904], [1.600, 1.167, -2.496], [-0.061, 2.545, -2.067], [-1.093, 2.705, -2.430], [0.534, 3.450, -2.300], [1.375, 3.278, 0.411], [1.695, 2.916, 1.866], [2.612, 3.451, 2.152], [1.883, 1.846, 2.003], [0.901, 3.232, 2.557], [-1.631, 3.375, 0.301], [-1.721, 3.541, 1.822], [-2.718, 3.938, 2.064], [-0.985, 4.260, 2.210], [-1.617, 2.592, 2.369], [-1.620, -3.392, -0.048], [-1.713, -3.708, 1.449], [-2.712, -4.122, 1.649], [-1.604, -2.820, 2.089], [-0.983, -4.467, 1.764], [1.384, -3.321, 0.078], [1.704, -3.109, 1.562], [2.621, -3.671, 1.794], [0.910, -3.493, 2.218], [1.893, -2.059, 1.808], [1.490, -0.010, -0.032], [2.637, -0.012, 0.107], [-1.810, 4.715, -0.415], [-1.074, 5.459, -0.089], [-1.757, 4.625, -1.506], [-2.804, 5.108, -0.160], [-1.805, -4.653, -0.894], [-2.799, -5.067, -0.676], [-1.756, -4.453, -1.971], [-1.069, -5.427, -0.647], [1.366, -4.817, -0.248], [2.377, -5.211, -0.068], [0.687, -5.376, 0.408], [1.118, -5.029, -1.295], [1.362, 4.799, 0.236], [0.687, 5.291, 0.947], [2.375, 5.169, 0.452], [1.112, 5.116, -0.784], [2.177, 2.867, -0.227], [2.190, -2.852, -0.513], [-2.449, 2.708, -0.020], [-2.434, -2.691, -0.302], [-0.851, 0.167, -3.583], [-2.432, -0.066, 1.158], [-0.554, 1.101, 4.968], [0.405, -0.213, 4.202], [-0.524, -1.618, 4.832], [-0.017, -0.144, 2.704], [-0.438, 1.017, 6.053], [-1.603, 0.988, 4.671], [-0.147, 2.061, 4.628], [-1.578, -1.495, 4.557], [-0.104, -2.530, 4.391], [-0.399, -1.646, 5.920]], "nbo_charge": [1.426, 1.043, 1.043, -0.645, -0.742, 0.289, 0.273, -0.228, 0.201, 0.241, -0.228, 0.242, 0.201, -0.742, 0.273, 0.289, -0.510, -0.621, 0.265, 0.202, 0.217, -0.506, -0.622, 0.265, 0.230, 0.193, -0.507, -0.622, 0.265, 0.193, 0.230, -0.510, -0.621, 0.265, 0.217, 0.202, 0.475, -0.433, -0.623, 0.233, 0.225, 0.262, -0.623, 0.262, 0.225, 0.234, -0.616, 0.269, 0.227, 0.231, -0.616, 0.227, 0.269, 0.231, 0.242, 0.242, 0.233, 0.233, 0.398, -0.169, -0.801, 1.304, -0.801, -1.102, 0.287, 0.253, 0.260, 0.253, 0.261, 0.287], "spin_multiplicity": 1, "e_homo_ev": -18.3376, "total_energy_ev": -61218.28160, "total_charge": 3, "homo_lumo_gap_ev": 7.57, "fmax_ev_per_a": 6.542}